Formula: C2H8O2P2Si
Source: the Open Molecules 2025 dataset
Level of theory: wB97M-V/def2-TZVPD

```
15
Properties=species:S:1:pos:R:3:mulliken_charge:R:1
C -0.87982 2.34822 -0.63601 -1.06
Si -0.24431 0.84100 0.28668 -0.03
O -1.38967 -0.21806 -0.08634 0.09
P -2.37214 -1.53660 -0.20677 -0.05
P 1.86134 0.21247 -0.63817 0.49
C 2.70321 -1.47957 -0.11265 -1.04
O 2.73522 1.29044 -0.27315 -0.50
H -1.55029 2.06331 -1.36062 0.37
H -1.17858 3.25708 -0.15051 0.37
H -0.01468 2.77818 -1.18508 0.30
H -2.55788 -1.82089 1.16458 0.04
H -3.68296 -0.90702 -0.24901 0.04
H 2.65020 -1.65862 0.93543 0.31
H 2.33156 -2.28460 -0.75275 0.34
H 3.65238 -1.31922 -0.42499 0.35
```

Relative energy (zero: lowest compared OMol25 entry of this formula, charge and spin)   11.2 kJ/mol
E_HOMO   -7.73 eV
Gap between HOMO and LUMO   6.70 eV